Molecular formula: C3H9NO3
Method: DFT, ωB97M-V with the def2-TZVPD basis set

Total energy   -10889.6205 eV
Maximum force   1.97 eV/Å

Structure (XYZ):
```
16
Properties=species:S:1:pos:R:3:forces:R:3:mulliken_charge:R:1
O -0.19130 1.59643 -1.69988 0.305 0.323 0.108 -0.62
O 2.56632 -0.93364 1.53426 0.130 -0.429 0.263 -0.67
O -2.43202 -1.24965 0.85083 0.038 0.902 0.410 -0.51
N 1.56795 0.62740 -0.72284 -0.030 0.946 -0.850 -0.26
C 0.25592 0.94041 -0.76922 -1.254 -0.776 -0.653 0.29
C -0.75501 0.42744 0.25258 0.994 1.277 1.127 -0.56
C -1.56234 -0.77427 -0.17112 0.049 -0.107 -0.383 -0.32
H -2.11328 -0.50864 -1.07948 -0.129 -0.006 0.111 0.25
H -0.90899 -1.59999 -0.45023 0.080 -0.134 0.126 0.28
H -2.65702 -0.47725 1.41034 0.033 -0.742 -0.471 0.32
H -0.27278 0.34673 1.23756 0.048 -0.728 -0.194 0.44
H 2.03498 1.11203 -1.47933 0.318 -0.420 0.157 0.21
H 3.13865 -1.03984 2.30990 -0.203 0.105 -0.332 0.30
H -1.38058 1.31627 0.39667 -0.371 -0.266 -0.235 0.32
H 2.23183 -1.82244 1.35251 0.062 0.125 0.132 0.32
H 2.05595 -0.05937 -0.19112 -0.071 -0.070 0.684 0.21
```
Positions in Å, forces in eV/Å.